An isolated molecule of C9H11ClSSi at a distorted geometry. Source: OMol25; level of theory: ωB97M-V/def2-TZVPD.

Output
Energy (eV): -40747.6630
Structure (SMILES): C[Si](C)(Cl)[C@@H]1C=Cc2ccsc21
Energy relative to the best compared isomer or geometry (same formula, charge and spin) (kJ/mol): 0.0
Kohn-Sham gap (eV): 8.4900

Positions of all 23 atoms, in Å:
C (0.364, 2.164, 2.586)
C (1.032, 1.273, 3.362)
C (-0.301, 1.524, 1.515)
C (-0.121, 0.151, 1.525)
C (-1.196, 1.842, 0.434)
C (-1.567, 0.691, -0.165)
C (-0.902, -0.462, 0.468)
C (1.629, -0.286, -1.569)
C (-0.731, -2.057, -2.663)
Si (0.316, -1.601, -1.149)
S (0.878, -0.370, 2.821)
Cl (1.093, -3.227, -0.235)
H (0.331, 3.221, 2.786)
H (1.612, 1.466, 4.243)
H (-1.521, 2.834, 0.178)
H (-2.247, 0.584, -0.991)
H (-1.547, -1.285, 0.764)
H (2.546, -0.724, -1.952)
H (1.255, 0.409, -2.316)
H (1.887, 0.301, -0.691)
H (-1.050, -1.164, -3.192)
H (-0.142, -2.656, -3.354)
H (-1.619, -2.628, -2.407)

An isolated molecule of C2H9B2NO2 at a distorted geometry. Source: OMol25; level of theory: ωB97M-V/def2-TZVPD.

Output
Energy (eV): -9159.2948
Structure (SMILES): CCOBB(N)O
Kohn-Sham gap (eV): 9.4007

Positions of all 16 atoms, in Å:
C (-1.009, -0.199, 1.791)
C (-1.116, -1.363, 0.812)
O (-0.179, -1.248, -0.258)
B (-0.291, -0.263, -1.197)
B (0.969, 0.922, -1.333)
N (2.341, 0.619, -1.618)
O (0.651, 2.264, -1.152)
H (-1.780, 0.554, 1.618)
H (-0.033, 0.277, 1.681)
H (-1.088, -0.542, 2.823)
H (-2.129, -1.436, 0.396)
H (-0.907, -2.310, 1.309)
H (-1.301, -0.270, -1.873)
H (2.481, -0.351, -1.879)
H (2.984, 0.790, -0.853)
H (0.408, 2.556, -0.268)

A cluster of 2 separate species, C6H11N2O2 in total at a distorted geometry. Source: OMol25; level of theory: ωB97M-V/def2-TZVPD.

Output
Total charge: +1
Energy (eV): -13463.8251
Energy relative to the best compared isomer or geometry (same formula, charge and spin) (kJ/mol): 608.6
Kohn-Sham gap (eV): 7.5677

Positions of all 21 atoms, in Å:
C (-2.635, 0.636, -2.290)
C (-1.078, 0.258, -4.114)
C (-0.601, 0.639, 0.749)
C (0.447, -0.955, -0.807)
C (-1.594, -1.517, 0.491)
C (0.238, 2.788, 1.341)
N (-1.878, 0.524, -3.274)
N (-0.609, -0.505, 0.163)
O (-0.122, 0.002, -4.740)
O (0.448, 1.443, 0.792)
H (-3.478, 1.323, -2.462)
H (-1.550, 0.831, 1.412)
H (0.803, -0.189, -1.568)
H (1.379, -1.081, -0.305)
H (0.254, -1.903, -1.353)
H (-1.643, -2.108, -0.399)
H (-1.121, -1.892, 1.439)
H (-2.487, -0.901, 0.715)
H (-0.737, 2.758, 2.027)
H (0.132, 3.594, 0.586)
H (1.125, 2.976, 1.897)

An isolated molecule of C4H6N2 at a distorted geometry. Source: OMol25; level of theory: ωB97M-V/def2-TZVPD.

Output
Energy (eV): -7223.8832
Structure (SMILES): Nc1cc[nH]c1
Energy relative to the best compared isomer or geometry (same formula, charge and spin) (kJ/mol): 164.8
Kohn-Sham gap (eV): 8.9445

Positions of all 12 atoms, in Å:
N (-2.064, 0.250, -0.162)
C (-0.655, 0.131, -0.108)
C (0.288, 1.114, -0.069)
N (1.500, 0.484, 0.165)
C (1.343, -0.863, 0.173)
C (0.002, -1.129, -0.075)
H (-2.348, 0.711, 0.698)
H (-2.462, -0.684, -0.094)
H (0.226, 2.158, -0.328)
H (2.374, 0.963, 0.287)
H (2.171, -1.502, 0.464)
H (-0.375, -1.631, -0.951)

Copy entry 4 word for word.
An isolated molecule of C4H6N2 at a distorted geometry. Source: OMol25; level of theory: ωB97M-V/def2-TZVPD.

Output
Energy (eV): -7223.8832
Structure (SMILES): Nc1cc[nH]c1
Energy relative to the best compared isomer or geometry (same formula, charge and spin) (kJ/mol): 164.8
Kohn-Sham gap (eV): 8.9445

Positions of all 12 atoms, in Å:
N (-2.064, 0.250, -0.162)
C (-0.655, 0.131, -0.108)
C (0.288, 1.114, -0.069)
N (1.500, 0.484, 0.165)
C (1.343, -0.863, 0.173)
C (0.002, -1.129, -0.075)
H (-2.348, 0.711, 0.698)
H (-2.462, -0.684, -0.094)
H (0.226, 2.158, -0.328)
H (2.374, 0.963, 0.287)
H (2.171, -1.502, 0.464)
H (-0.375, -1.631, -0.951)